Molecular formula: C10H20Br10
Method: DFT, ωB97M-V/def2-TZVPD

Computed properties:
Total energy = -26133.1513 Eh
LUMO = 0.2 eV
Frontier orbital gap = 0.3853 Ha
SMILES = BrCCBr.BrCCBr.BrCCBr.BrCCBr.BrCCBr
Largest force on an atom = 1.73 eV/Å
ΔE to the lowest compared entry with this formula, charge and spin = 100.05 kJ/mol

Bonds (Å) are listed after each position.
Element x y z (Å)
1 Br -1.843 2.838 -7.159  C2 2.057
2 C -2.160 1.435 -5.689  Br1 2.057, C3 1.484, H5 1.090, H6 1.090
3 C -2.749 2.143 -4.525  C2 1.484, Br4 1.975, H7 1.090, H8 1.090
4 Br -3.066 0.924 -3.004  C3 1.975
5 H -1.198 0.992 -5.432  C2 1.090
6 H -2.821 0.677 -6.109  C2 1.090
7 H -3.729 2.586 -4.698  C3 1.090
8 H -2.137 2.999 -4.241  C3 1.090
9 Br -1.774 3.739 -0.862  C10 1.943
10 C -2.065 5.653 -0.694  Br9 1.943, C11 1.538, H13 1.090, H14 1.090
11 C -3.578 5.860 -0.510  C10 1.538, Br12 1.964, H15 1.090, H16 1.090
12 Br -4.271 7.697 -0.446  C11 1.964
13 H -1.751 5.993 -1.681  C10 1.090
14 H -1.397 6.055 0.067  C10 1.090
15 H -3.925 5.463 0.444  C11 1.090
16 H -4.103 5.321 -1.299  C11 1.090
17 Br 1.592 -8.059 3.444  C18 1.986
18 C 1.263 -6.652 2.081  Br17 1.986, C19 1.482, H21 1.090, H22 1.090
19 C 0.343 -5.638 2.647  C18 1.482, Br20 1.989, H23 1.090, H24 1.090
20 Br 0.281 -4.178 1.297  C19 1.989
21 H 0.853 -7.157 1.206  C18 1.090
22 H 2.201 -6.125 1.907  C18 1.090
23 H 0.524 -5.271 3.657  C19 1.090
24 H -0.656 -6.071 2.696  C19 1.090
25 Br 1.348 0.122 -2.080  C26 2.033
26 C -0.163 0.301 -0.731  Br25 2.033, C27 1.503, H29 1.090, H30 1.090
27 C 0.344 -0.389 0.504  C26 1.503, Br28 2.006, H31 1.090, H32 1.090
28 Br -1.272 -0.480 1.689  C27 2.006
29 H -1.100 -0.129 -1.085  C26 1.090
30 H -0.326 1.370 -0.591  C26 1.090
31 H 1.068 0.151 1.115  C27 1.090
32 H 0.698 -1.396 0.282  C27 1.090
33 Br 3.692 -1.216 1.327  C34 1.959
34 C 3.825 -1.715 3.217  Br33 1.959, C35 1.519, H37 1.090, H38 1.090
35 C 5.074 -1.026 3.738  C34 1.519, Br36 2.055, H39 1.090, H40 1.090
36 Br 5.443 -1.406 5.724  C35 2.055
37 H 3.765 -2.803 3.252  C34 1.090
38 H 2.962 -1.272 3.715  C34 1.090
39 H 4.874 0.043 3.665  C35 1.090
40 H 5.932 -1.377 3.164  C35 1.090

---

Molecular formula: C10H20Br10
Method: DFT, ωB97M-V/def2-TZVPD

Computed properties:
Total energy = -26132.7835 Eh
LUMO (spin up / spin down) = -3.2 / -9.6 eV
Multiplicity = 2
Charge = +1
Frontier orbital gap (spin up / spin down) = 0.3206 / 0.0880 Ha
Largest force on an atom = 1.66 eV/Å
ΔE to the lowest compared entry with this formula, charge and spin = 20.90 kJ/mol

Bonds (Å) are listed after each position.
Element x y z (Å)
1 Br 5.443 -3.328 -0.690  C2 2.043
2 C 5.188 -3.877 1.261  Br1 2.043, C3 1.552, H5 1.090, H6 1.090
3 C 5.332 -2.650 2.201  C2 1.552, Br4 2.034, H7 1.090, H8 1.090
4 Br 5.002 -3.422 4.054  C3 2.034
5 H 5.988 -4.589 1.462  C2 1.090
6 H 4.212 -4.350 1.371  C2 1.090
7 H 4.530 -1.934 2.024  C3 1.090
8 H 6.351 -2.266 2.144  C3 1.090
9 Br -4.264 4.259 4.486  C10 2.007
10 C -3.696 4.849 2.654  Br9 2.007, C11 1.522, H13 1.090, H14 1.090
11 C -2.259 4.436 2.369  C10 1.522, Br12 2.009, H15 1.090, H16 1.090
12 Br -1.921 4.897 0.444  C11 2.009
13 H -3.769 5.936 2.698  C10 1.090
14 H -4.402 4.437 1.934  C10 1.090
15 H -2.134 3.377 2.596  C11 1.090
16 H -1.511 4.951 2.972  C11 1.090
17 Br -4.146 -2.898 -1.369  C18 1.967
18 C -4.539 -0.971 -1.385  Br17 1.967, C19 1.567, H21 1.090, H22 1.090
19 C -3.543 -0.257 -0.407  C18 1.567, Br20 2.032, H23 1.090, H24 1.090
20 Br -4.270 1.603 -0.030  C19 2.032
21 H -5.520 -0.868 -0.919  C18 1.090
22 H -4.577 -0.606 -2.411  C18 1.090
23 H -2.502 -0.185 -0.722  C19 1.090
24 H -3.575 -0.846 0.510  C19 1.090
25 Br 2.496 -2.364 -3.708  C26 1.974
26 C 1.070 -1.021 -3.463  Br25 1.974, C27 1.539, H29 1.090, H30 1.090
27 C -0.167 -1.223 -4.357  C26 1.539, Br28 1.979, H31 1.090, H32 1.090
28 Br -1.563 0.131 -3.991  C27 1.979
29 H 1.469 -0.014 -3.589  C26 1.090
30 H 0.723 -1.102 -2.433  C26 1.090
31 H -0.651 -2.178 -4.152  C27 1.090
32 H 0.073 -1.296 -5.418  C27 1.090
33 Br 3.000 -0.394 -0.899  C34 1.927
34 C 2.083 0.255 0.667  Br33 1.927, C35 1.525, H37 1.090, H38 1.090
35 C 0.634 0.548 0.296  C34 1.525, Br36 1.894, H39 1.090, H40 1.090
36 Br 0.116 1.757 1.659  C35 1.894
37 H 2.734 1.032 1.069  C34 1.090
38 H 2.024 -0.515 1.437  C34 1.090
39 H 0.085 -0.394 0.273  C35 1.090
40 H 0.454 1.084 -0.636  C35 1.090